Below is C39H44AsBBrF10N6PRuS3 as an isolated structure, with properties calculated with wB97M-V/def2-TZVPD.

Each line ends with the Löwdin charge.
Element x y z (Å)
Ru  -0.3383  0.8557  0.4252  0.570
C  -4.2856  0.1428  -1.4907  -0.041
C  -3.2622  0.6473  -2.5026  -0.509
C  -3.9875  0.9195  -3.8223  -0.016
C  -2.5490  1.9122  -2.0330  -0.019
N  -2.1594  -0.3701  -2.7447  0.034
C  -1.5598  -0.5202  -3.9802  0.020
C  -0.5588  -1.4157  -3.8440  0.016
N  -0.5191  -1.8098  -2.5279  0.050
B  0.3677  -2.9979  -2.0755  -0.513
N  1.5021  -2.5977  -1.0857  0.029
C  2.3565  -3.6023  -0.7061  -0.005
C  3.3397  -3.0579  0.0411  0.019
N  3.1069  -1.7082  0.1171  0.044
C  1.9591  -1.4452  -0.5501  -0.522
S  1.3414  0.1865  -0.8779  0.814
C  4.1598  -0.7428  0.6569  -0.511
C  5.2417  -1.5480  1.3700  -0.030
C  3.5342  0.2168  1.6524  -0.038
C  4.7671  -0.0245  -0.5457  -0.012
N  -0.5752  -4.0838  -1.4689  0.050
C  -1.0419  -5.1860  -2.1307  0.027
C  -1.9020  -5.8364  -1.2922  0.034
N  -1.9686  -5.1239  -0.1225  0.046
C  -1.1536  -4.0614  -0.2582  -0.533
S  -0.8512  -2.7360  0.8244  0.837
C  -2.7978  -5.4997  1.1001  -0.519
C  -3.3831  -6.8870  0.8718  -0.029
C  -3.9157  -4.4705  1.2386  -0.011
C  -1.8764  -5.5269  2.3171  -0.016
C  -1.5001  -1.1709  -1.8842  -0.513
S  -1.8199  -1.1565  -0.1371  0.705
H  -5.1243  0.8374  -1.4960  0.110
H  -3.9178  0.1094  -0.4693  0.014
H  -4.6687  -0.8397  -1.7684  0.110
H  -4.8407  1.5605  -3.6085  0.109
H  -4.3679  0.0008  -4.2689  0.113
H  -3.3705  1.4496  -4.5458  0.092
H  -3.2703  2.7045  -1.8308  0.121
H  -1.8435  2.2600  -2.7876  0.088
H  -1.9979  1.7290  -1.0963  0.002
H  -1.8914  0.0096  -4.8520  0.138
H  0.1190  -1.8232  -4.5727  0.147
H  0.8747  -3.4743  -3.0442  0.140
H  2.2091  -4.6221  -1.0161  0.148
H  4.1862  -3.5280  0.5027  0.135
H  4.8390  -2.1373  2.1945  0.106
H  5.9488  -0.8368  1.7932  0.108
H  5.8049  -2.1902  0.6933  0.097
H  3.0484  -0.3132  2.4708  0.088
H  2.8152  0.8835  1.1863  0.018
H  4.3258  0.8377  2.0718  0.111
H  5.2079  -0.7366  -1.2442  0.105
H  5.5603  0.6358  -0.1952  0.109
H  4.0340  0.5817  -1.0778  0.042
H  -0.7194  -5.4423  -3.1248  0.147
H  -2.4293  -6.7607  -1.4369  0.139
H  -4.1082  -6.9015  0.0576  0.099
H  -3.9106  -7.1791  1.7779  0.110
H  -2.6099  -7.6342  0.6907  0.103
H  -4.5148  -4.4219  0.3283  0.100
H  -3.5335  -3.4782  1.4795  0.062
H  -4.5715  -4.7757  2.0531  0.110
H  -1.0434  -6.2138  2.1634  0.106
H  -2.4463  -5.8805  3.1753  0.110
H  -1.4903  -4.5404  2.5811  0.050
F  -3.8571  6.7787  1.6283  0.201
C  -2.8794  5.9456  1.3734  -0.110
C  -1.6653  6.4120  0.8916  -0.113
F  -1.4851  7.6967  0.6861  0.191
C  -0.6419  5.5118  0.6241  -0.194
F  0.5043  6.0026  0.1669  0.136
C  -0.7880  4.1426  0.8184  -0.284
P  0.6287  3.0195  0.5642  1.009
C  1.2306  3.3825  -1.0889  -0.404
C  2.5761  3.1725  -1.3990  -0.129
C  3.0283  3.4027  -2.6876  -0.036
C  2.1442  3.8303  -3.6715  -0.030
C  0.8045  4.0344  -3.3687  -0.044
C  0.3450  3.8106  -2.0800  -0.100
C  1.8732  3.4416  1.7753  -0.350
C  2.7667  4.4934  1.5368  -0.074
C  3.6627  4.8593  2.5257  -0.034
C  3.6689  4.1926  3.7464  -0.026
C  2.7805  3.1532  3.9837  -0.036
C  1.8814  2.7762  2.9999  -0.098
C  -2.0201  3.7122  1.3014  -0.502
Br  -2.3622  1.8774  1.6614  1.024
C  -3.0545  4.5805  1.5780  -0.245
F  -4.2140  4.1317  2.0296  0.123
H  3.2704  2.8549  -0.6309  0.102
H  4.0754  3.2670  -2.9230  0.124
H  2.5065  4.0258  -4.6719  0.124
H  0.1268  4.3980  -4.1295  0.121
H  -0.6918  4.0194  -1.8352  0.099
H  2.7667  5.0229  0.5946  0.108
H  4.3530  5.6724  2.3473  0.124
H  4.3688  4.4905  4.5159  0.125
H  2.7813  2.6360  4.9338  0.124
H  1.1894  1.9753  3.1930  0.058
F  -1.7347  -0.8156  2.8987  -0.321
As  -0.2795  -0.5932  3.8327  0.807
F  -0.9397  -1.0488  5.3025  -0.139
F  -0.6746  1.0683  3.9589  -0.256
F  0.4538  -0.0946  1.9947  -0.488
F  1.3078  -0.2471  4.3403  -0.181
F  0.2191  -2.1634  3.3641  -0.251

energy above the lowest of the compared OMol25 structures with the same formula, charge and spin = 0.0 kJ/mol
spin multiplicity = 2
LUMO (alpha / beta) = -9.77 / -10.31 eV
HOMO level (alpha / beta) = -16.20 / -16.20 eV
net charge = +3